Entry 1:
The following is a quantum chemistry calculation of a molecular structure, C39H31BrF10N6O5PS3Sn at a distorted geometry, from the Open Molecules 2025 dataset.

Last column: Mulliken charge in e.
Geometry (Å):
Sn1 -0.1330 -1.6336 0.6433  1.12
F1 -3.4784 6.4235 2.4819  -0.24
C1 -2.5408 5.5338 2.2451  0.53
C2 -1.2819 5.6594 2.8449  0.28
F2 -1.0211 6.6684 3.6531  -0.26
C3 -0.3072 4.7003 2.5842  0.50
F3 0.9057 4.7873 3.1384  -0.39
C4 -0.5675 3.6196 1.7468  -0.24
P1 0.6988 2.3050 1.5688  0.63
C5 2.1795 3.1372 0.9860  0.28
C6 2.0624 4.2987 0.2112  -0.81
C7 3.1946 5.0118 -0.1298  -0.72
C8 4.4481 4.5465 0.2503  -0.65
C9 4.5719 3.3544 0.9592  -0.84
C10 3.4471 2.6323 1.3034  -0.12
C11 0.8094 1.7889 3.3076  1.75
C12 1.8285 2.2139 4.1582  -0.45
C13 1.6947 2.0016 5.5204  -0.84
C14 0.5736 1.3622 6.0279  -0.73
C15 -0.4217 0.9029 5.1714  -0.63
C16 -0.3011 1.1018 3.8093  -0.94
C17 -1.8240 3.4950 1.1622  0.18
Br1 -2.1556 1.9583 0.0767  -0.06
C18 -2.8062 4.4514 1.3991  0.17
F4 -3.9982 4.3290 0.8467  -0.30
H1 1.0898 4.6527 -0.0964  0.55
H2 3.1024 5.9246 -0.6989  0.48
H3 5.3323 5.0996 -0.0271  0.44
H4 5.5516 2.9878 1.2273  0.49
H5 3.5351 1.6945 1.8340  0.44
H6 2.6753 2.7619 3.7772  0.59
H7 2.4567 2.3744 6.1889  0.53
H8 0.4741 1.2203 7.0931  0.45
H9 -1.2904 0.4098 5.5807  0.50
H10 -1.0697 0.7484 3.1225  0.37
F5 -0.4495 1.5806 -3.0530  -0.17
C19 -1.3206 0.5981 -3.3022  0.52
F6 -1.0641 0.1171 -4.5001  -0.17
F7 -2.5216 1.1078 -3.2142  -0.15
S1 -0.9832 -0.6884 -1.9922  0.64
O1 -1.9817 -0.6189 -0.9517  -0.55
O2 0.3240 -0.3314 -1.4557  -0.78
N1 -0.8903 -2.1684 -2.4913  -0.72
S2 -2.3532 -2.5723 -3.0543  1.06
O3 -2.2329 -3.7315 -3.8597  -0.78
O4 -2.9547 -1.3645 -3.4896  -0.65
C20 -3.2556 -3.1603 -1.5113  0.75
F8 -4.0505 -2.2730 -0.9545  -0.19
F9 -2.3109 -3.4874 -0.5915  -0.27
F10 -3.9328 -4.2590 -1.7694  -0.22
N2 6.6585 -1.9967 4.0254  0.06
C21 8.0089 -2.2283 3.9647  0.63
C22 8.9562 -2.5525 4.9199  -0.72
C23 10.2772 -2.6894 4.4894  -0.40
C24 10.6457 -2.4481 3.1634  -0.51
C25 9.7130 -2.1029 2.2051  -0.67
C26 8.3730 -1.9588 2.6114  0.74
N3 7.2766 -1.5785 1.9329  -0.50
C27 6.2559 -1.6324 2.7756  -0.05
C28 4.8952 -1.3510 2.3768  1.07
C29 3.8139 -1.4167 3.2637  -0.91
C30 2.5397 -1.2140 2.7794  -0.80
N4 2.2690 -0.9483 1.5024  0.68
C31 3.2994 -0.8362 0.6570  -1.03
C32 4.6131 -1.0186 1.0440  -0.60
H11 6.0810 -2.1138 4.8437  0.21
H12 8.6980 -2.6617 5.9632  0.43
H13 11.0288 -2.9916 5.2033  0.44
H14 11.6811 -2.5595 2.8828  0.44
H15 9.9788 -1.9856 1.1671  0.48
H16 3.9509 -1.6299 4.3105  0.37
H17 1.6839 -1.2721 3.4385  0.55
H18 3.0292 -0.5802 -0.3621  0.65
H19 5.4242 -0.9412 0.3376  0.65
C33 -3.3414 -1.7153 2.3581  -0.62
O5 -2.0966 -2.4022 2.1381  -0.39
H20 -3.3924 -1.3649 3.3917  0.28
H21 -4.1869 -2.3703 2.1520  0.38
H22 -3.3816 -0.8683 1.6730  0.16
H23 -2.1979 -3.2959 2.4901  0.23
C34 0.4311 -4.6631 -5.0835  -1.30
C35 0.9318 -5.1885 -3.8022  1.35
C36 1.6105 -6.3882 -3.6635  -1.00
C37 1.9720 -6.8282 -2.3805  0.73
N5 1.7442 -6.0391 -1.3304  -0.47
C38 1.1484 -4.8888 -1.4746  0.44
S3 0.9974 -3.9166 -0.0257  -0.34
N6 0.7098 -4.4579 -2.6797  0.39
C39 2.6145 -8.1291 -2.1314  -1.25
H24 0.5371 -5.3922 -5.8806  0.39
H25 0.9662 -3.7557 -5.3659  0.33
H26 -0.6224 -4.3934 -4.9832  0.30
H27 1.8479 -6.9841 -4.5297  0.45
H28 0.1672 -3.5850 -2.7387  0.31
H29 3.3425 -8.3655 -2.9035  0.39
H30 1.8606 -8.9184 -2.1547  0.30
H31 3.0762 -8.1436 -1.1484  0.36

The orbital gap (alpha / beta) is 5.0 / 4.1 eV. For the max |F|, the calculation gives 0.032 hartree/bohr. The LUMO energy (alpha / beta) comes out at -10.2487 / -11.1304 eV. As for the multiplicity: 1. As for the total charge: +3. Its HOMO energy (alpha / beta) is -15.26 / -15.26 eV.



Entry 2:
The following is a quantum chemistry calculation of a molecular structure, C39H31Cl3IrO2P2Si at a distorted geometry, from the Open Molecules 2025 dataset.

Last column: Mulliken charge in e.
Geometry (Å):
Ir1 -0.7581 -0.8879 -0.4215  1.23
C1 -1.8270 -2.3149 2.7037  -1.30
Si1 -0.8847 -0.9503 1.8931  0.66
C2 0.8992 -0.9772 2.4883  0.42
C3 1.2258 -0.9813 3.8466  -0.74
C4 2.5507 -1.0435 4.2600  -0.89
C5 3.5720 -1.1174 3.3185  -0.92
C6 3.2676 -1.1159 1.9652  -1.07
C7 1.9351 -1.0537 1.5624  0.63
P1 1.4432 -1.0662 -0.1753  2.64
C8 2.8897 -0.6799 -1.1719  0.03
C9 3.2350 0.6501 -1.4218  0.28
C10 4.3607 0.9399 -2.1757  -0.83
C11 5.1354 -0.0924 -2.6886  -0.64
C12 4.7867 -1.4141 -2.4501  -0.75
C13 3.6584 -1.7150 -1.7019  -0.67
C14 1.0491 -2.8157 -0.5344  -0.07
C15 0.3864 -3.0924 -1.7409  0.01
C16 -0.0148 -4.3908 -2.0393  -0.86
C17 0.2494 -5.4139 -1.1465  -0.59
C18 0.9149 -5.1499 0.0488  -0.66
C19 1.3049 -3.8605 0.3623  -0.71
C20 -1.6578 0.6805 2.3565  0.50
C21 -2.1879 0.9365 3.6239  -0.62
C22 -2.7636 2.1635 3.9187  -0.82
C23 -2.8113 3.1633 2.9523  -0.96
C24 -2.2890 2.9264 1.6910  -0.71
C25 -1.7449 1.6762 1.3977  0.25
P2 -1.0337 1.3304 -0.2205  1.61
C26 0.4051 2.4339 -0.2114  0.96
C27 1.2969 2.2977 0.8583  -0.69
C28 2.4073 3.1182 0.9493  -0.69
C29 2.6443 4.0729 -0.0345  -0.71
C30 1.7641 4.2110 -1.0968  -0.85
C31 0.6422 3.3925 -1.1908  -0.89
C32 -2.0996 1.8527 -1.5745  0.23
C33 -1.6181 1.5924 -2.8603  -0.50
C34 -2.3823 1.9168 -3.9706  -0.80
C35 -3.6311 2.4982 -3.7982  -0.65
C36 -4.1209 2.7354 -2.5218  -0.79
C37 -3.3669 2.4017 -1.4069  -0.65
H1 -1.7696 -2.2086 3.7900  0.41
H2 -1.4257 -3.2948 2.4351  0.39
H3 -2.8773 -2.2790 2.4055  0.39
H4 0.4406 -0.9197 4.5932  0.37
H5 2.7880 -1.0336 5.3160  0.43
H6 4.6043 -1.1773 3.6382  0.45
H7 4.0634 -1.1734 1.2318  0.53
H8 2.6316 1.4494 -1.0231  0.05
H9 4.6299 1.9704 -2.3685  0.48
H10 6.0102 0.1337 -3.2843  0.41
H11 5.3923 -2.2160 -2.8511  0.44
H12 3.3878 -2.7466 -1.5186  0.43
H13 0.2268 -2.3027 -2.4700  0.48
H14 -0.5350 -4.5939 -2.9654  0.48
H15 -0.0630 -6.4237 -1.3774  0.42
H16 1.1254 -5.9568 0.7386  0.46
H17 1.8049 -3.6550 1.3010  0.42
H18 -2.1473 0.1746 4.3947  0.36
H19 -3.1681 2.3454 4.9060  0.45
H20 -3.2567 4.1222 3.1821  0.44
H21 -2.3061 3.7088 0.9413  0.56
H22 1.1065 1.5596 1.6292  0.40
H23 3.0862 3.0178 1.7865  0.47
H24 3.5156 4.7118 0.0317  0.44
H25 1.9432 4.9616 -1.8554  0.46
H26 -0.0479 3.5166 -2.0146  0.43
H27 -0.6405 1.1368 -2.9898  0.49
H28 -2.0069 1.7124 -4.9645  0.45
H29 -4.2335 2.7474 -4.6624  0.42
H30 -5.1042 3.1679 -2.3912  0.43
H31 -3.7701 2.5552 -0.4161  0.53
Cl1 -6.0355 -0.9789 -0.1986  -0.13
C38 -4.8713 -1.5536 -1.3868  0.73
Cl2 -5.1833 -0.7750 -2.9552  -0.12
Cl3 -5.0037 -3.3079 -1.5454  -0.12
C39 -3.4240 -1.1706 -0.9957  -0.21
O1 -2.4909 -1.7772 -1.5943  -0.61
O2 -3.2288 -0.3046 -0.1345  -0.33

The orbital gap is 7.9 eV. For the max |F|, the calculation gives 0.034 hartree/bohr. The LUMO energy comes out at -3.4388 eV. As for the multiplicity: 1. As for the total charge: +1. Its HOMO energy is -11.33 eV.